{"formula": "C4H4BrNO2", "method": "wB97M-V/def2-TZVPD", "charge": 0, "e_homo_ev": [-7.37, -9.90], "orbital_gap_ev": [7.7, 6.1], "e_above_lowest_kj_mol": 574.7, "spin_multiplicity": 3, "total_energy_ha": -2933.6771, "s_squared": 2.04, "symbols": ["C", "C", "C", "C", "N", "O", "O", "Br", "H", "H", "H", "H"], "xyz": [[0.3169, 1.8991, -0.3188], [-0.4360, -1.8467, 0.2056], [0.6979, 0.6691, -0.0620], [-0.9461, -0.6631, 0.1075], [1.8844, 0.0868, 0.3508], [2.6220, 0.7404, 1.0603], [2.1526, -0.9985, -0.1403], [-2.4874, 0.2243, 0.3043], [0.8775, 2.7188, -0.1816], [-0.5794, 2.1879, -0.7494], [-0.9795, -2.7699, 0.6471], [0.4906, -2.1565, -0.1088]], "forces_ev_per_a": [[-0.06, -1.45, -0.09], [-3.32, -3.04, 1.65], [-2.49, -2.18, 0.49], [4.16, 2.02, -0.49], [-6.26, 0.95, -2.81], [3.71, 2.49, 3.25], [2.35, -3.26, -0.98], [-0.89, 0.23, 0.22], [2.63, 2.63, 0.58], [-2.07, -0.28, -0.49], [0.14, 1.76, -0.85], [2.10, 0.13, -0.48]]}